[1]
Density functional theory data (ωB97M-V with the def2-TZVPD basis set) for a cluster of 2 separate species, C3H2N2O2 in total.

Output
Lowest unoccupied orbital energy (spin up / spin down): 0.0271 / -0.0293 Eh
E_HOMO (spin up / spin down): -5.77 / -10.69 eV
⟨S²⟩: 2.0158
HOMO-LUMO gap (spin up / spin down): 0.239 / 0.363 Ha
Energy above the lowest of the compared OMol25 structures with the same formula, charge and spin: 13.54 kcal per mole
Spin multiplicity: 3

The geometry in XYZ format:
```
9
C3H2N2O2 (ωB97M-V with the def2-TZVPD basis set)
O -1.25300 1.88067 -1.67799
O -1.37167 -2.99882 0.26258
N 0.04037 -1.12836 0.41788
N 1.32605 0.79367 0.43605
C 0.97702 -0.33815 -0.06951
C -0.57001 -2.14931 0.24491
C -2.04515 1.46367 -1.01524
H 2.13078 1.29326 0.22370
H 0.76560 1.18337 1.17761
```

[2]
Density functional theory data (ωB97M-V with the def2-TZVPD basis set) for a cluster of 2 separate species, C4H7IN2O in total.

Output
Lowest unoccupied orbital energy: -0.0271 Eh
E_HOMO: -8.81 eV
HOMO-LUMO gap: 0.297 Ha
Structure (SMILES): CC(I)=C=O.[H]/N=N\C
Energy above the lowest of the compared OMol25 structures with the same formula, charge and spin: 87.05 kcal per mole

The geometry in XYZ format:
```
15
C4H7IN2O (ωB97M-V with the def2-TZVPD basis set)
I -3.63068 -1.44591 -0.49411
O -2.51350 2.04886 0.85247
N 1.28710 -0.22329 1.72235
N 1.35496 -1.42290 1.62326
C -2.30610 1.08296 0.14535
C -0.96845 -0.37632 -1.50018
C -2.01417 -0.00542 -0.50402
C 2.06379 0.70981 0.90417
H 2.86918 1.27351 1.45688
H -1.36485 -0.19361 -2.56529
H -0.75658 -1.48678 -1.62982
H -0.00981 0.32012 -1.43468
H 2.20442 -1.86663 1.02126
H 2.50986 0.29744 -0.05642
H 1.27483 1.28814 0.45877
```

[3]
Density functional theory data (ωB97M-V with the def2-TZVPD basis set) for a structure of composition C2H5CdF10N2O9PS4.

Output
Lowest unoccupied orbital energy: -0.1116 Eh
E_HOMO: -5.62 eV
Charge: -2
HOMO-LUMO gap: 0.095 Ha
Energy above the lowest of the compared OMol25 structures with the same formula, charge and spin: 221.50 kcal per mole

The geometry in XYZ format:
```
34
C2H5CdF10N2O9PS4 (ωB97M-V with the def2-TZVPD basis set)
Cd -0.23661 -0.24225 -0.62568
S -1.09964 3.09844 3.37965
S -4.78680 -2.16028 -2.50147
S 1.17022 2.45171 3.70457
S -4.73440 0.14992 -3.24998
P 3.04451 3.43255 -3.98387
F 2.10022 4.51086 -3.11917
F 2.04307 3.66069 -5.20631
F 4.09743 3.40132 -2.71541
F -2.34601 2.47371 2.57776
F -3.93896 1.52935 -2.96539
F 2.07914 2.23156 -3.47656
F -3.90590 -2.99055 -1.46568
F 3.92585 4.65555 -4.65108
F 2.46619 1.82933 2.92188
F 3.83327 2.32063 -4.87416
O 2.01610 -3.96342 1.34048
O -1.44429 2.71894 4.72007
O -4.71295 -2.86610 -3.76771
O -4.66721 -0.04932 -4.69264
O -6.08337 0.46102 -2.71860
O -1.12047 4.50524 3.00985
O -5.98748 -2.08058 -1.73224
O 1.55481 3.84100 3.93371
O 1.30784 1.57078 4.88171
N 0.05473 2.06134 2.70070
N -3.74218 -0.75562 -2.37740
C 2.96976 -4.85022 3.48656
C 2.34252 -5.09491 2.08231
H 3.22000 -5.80873 3.94125
H 2.34337 -4.39738 4.25512
H 2.98577 -5.81025 1.56985
H 1.37199 -5.58364 2.16786
H 3.87936 -4.25073 3.44994
```

[4]
Density functional theory data (ωB97M-V with the def2-TZVPD basis set) for a cluster of 2 separate species, C9H14 in total.

Output
Lowest unoccupied orbital energy: 0.0370 Eh
E_HOMO: -9.00 eV
HOMO-LUMO gap: 0.368 Ha
Structure (SMILES): Cc1ccccc1.CC
Energy above the lowest of the compared OMol25 structures with the same formula, charge and spin: 10.31 kcal per mole

The geometry in XYZ format:
```
23
C9H14 (ωB97M-V with the def2-TZVPD basis set)
C -3.13630 1.73964 0.74445
C -2.17842 1.75634 1.94653
C 1.38032 -1.43024 -0.20255
C 0.21225 -0.84791 -0.72644
C 1.60737 0.46279 -2.23122
C 2.60447 -1.16387 -0.79377
C 2.73571 -0.21449 -1.80001
C 1.24873 -2.43222 0.91733
C 0.38764 0.19396 -1.62755
H -0.41107 0.90568 -1.81535
H 3.48825 -1.64995 -0.39695
H -3.74702 2.63471 0.65432
H -2.57887 1.77579 -0.19985
H -2.77506 1.46488 2.81209
H 3.71665 -0.00853 -2.19735
H -1.79946 2.75883 2.08708
H 2.15400 -3.00744 1.08701
H 1.70593 1.24028 -2.97714
H -1.44886 0.97244 1.76866
H -0.72894 -0.96112 -0.20299
H -3.80321 0.88594 0.64442
H 0.91906 -1.95766 1.84323
H 0.44681 -3.11786 0.66604
```

[5]
Density functional theory data (ωB97M-V with the def2-TZVPD basis set) for a cluster of 2 separate species, C3H9PS in total.

Output
Lowest unoccupied orbital energy: 0.0333 Eh
E_HOMO: -8.40 eV
HOMO-LUMO gap: 0.342 Ha
Structure (SMILES): C=C.CSP
Energy above the lowest of the compared OMol25 structures with the same formula, charge and spin: 47.23 kcal per mole

The geometry in XYZ format:
```
14
C3H9PS (ωB97M-V with the def2-TZVPD basis set)
S 0.12929 -2.83498 -1.65085
P 0.10538 -0.80704 -1.06185
C -0.50387 2.78253 0.65852
C -1.35447 3.74434 1.03574
C 1.46303 -3.46033 -0.52815
H -1.51403 4.61057 0.46429
H 2.28897 -2.83965 -0.60612
H 1.65921 -4.52213 -0.60746
H -0.19823 2.56503 -0.40484
H -1.20296 -0.55173 -1.33329
H -0.06683 -1.24312 0.18280
H -1.72424 3.90165 2.03658
H 1.12829 -3.29827 0.48723
H -0.20954 1.95314 1.32739
```

[6]
Density functional theory data (ωB97M-V with the def2-TZVPD basis set) for a cluster of 2 separate species, C4H9N2O in total.

Output
Lowest unoccupied orbital energy (spin up / spin down): -0.2144 / -0.2144 Eh
E_HOMO (spin up / spin down): -13.23 / -13.23 eV
Charge: +1
HOMO-LUMO gap (spin up / spin down): 0.272 / 0.272 Ha
Energy above the lowest of the compared OMol25 structures with the same formula, charge and spin: 127.42 kcal per mole

The geometry in XYZ format:
```
16
C4H9N2O (ωB97M-V with the def2-TZVPD basis set)
O 1.32361 0.69448 -0.09041
N -1.84017 -1.39877 0.36025
N -1.74232 -0.19322 0.22578
C -2.58515 0.47114 -0.70676
C 0.46981 1.25371 0.66534
C 2.08502 -0.37034 0.29908
C 3.00887 -0.84512 -0.53131
H -1.21700 -1.81381 1.05907
H 0.31784 0.95658 1.69643
H -3.50648 0.75014 -0.18584
H -2.87048 -0.16995 -1.54506
H 3.63185 -1.67687 -0.25735
H -2.10230 1.38452 -1.04803
H -0.03492 2.12146 0.26886
H 1.90001 -0.76707 1.28890
H 3.16180 -0.39687 -1.49896
```